(1)
{"formula": "C3H23NO7S", "method": "ωB97M-V/def2-TZVPD", "e_lumo_ev": 0.3798, "orbital_gap_ev": 9.427, "smiles": "CNCCS.O.O.O.O.O.O.O", "e_homo_ev": -9.0, "elements": ["C", "N", "C", "C", "S", "H", "H", "H", "H", "H", "H", "H", "H", "H", "O", "H", "H", "O", "H", "H", "O", "H", "H", "O", "H", "H", "O", "H", "H", "O", "H", "H", "O", "H", "H"], "coordinates": [[1.4801, -0.0862, -2.5357], [0.8920, 0.5738, -1.3395], [1.7117, 1.7568, -1.0297], [1.0283, 2.8135, -0.1420], [-0.3302, 2.0157, 0.8612], [2.5471, -0.2529, -2.3824], [1.1968, 0.3924, -3.4599], [1.0525, -1.0950, -2.6026], [-0.0253, 0.8453, -1.6917], [2.6190, 1.4405, -0.5039], [2.0001, 2.2198, -1.9769], [1.6377, 3.0780, 0.7185], [0.7493, 3.6867, -0.7235], [0.4168, 1.7188, 1.9326], [0.1457, -3.2967, 0.5153], [0.5384, -3.8137, -0.1970], [0.8123, -2.5921, 0.6004], [-3.9164, 0.7105, 0.0360], [-3.8082, 1.0866, 0.9161], [-3.6171, -0.2079, 0.1340], [-1.9002, -1.2353, 0.1697], [-1.2004, -0.5934, -0.0294], [-1.5751, -2.0594, -0.1475], [2.1899, -1.3520, 0.2613], [2.1882, -1.1103, 1.2039], [1.6158, -0.6698, -0.1413], [-1.3967, -1.5661, 2.8562], [-1.4935, -2.3950, 2.3944], [-1.4147, -0.9192, 2.1391], [-1.9792, 1.8143, -1.6127], [-2.5405, 1.6031, -2.3741], [-2.5770, 1.3537, -0.9832], [1.2611, -1.1723, 2.7833], [1.0408, -2.0623, 3.0755], [0.6511, -0.6302, 3.2755]]}

***

(2)
{"formula": "C20H49O14V", "method": "ωB97M-V/def2-TZVPD", "e_lumo_ev": 4.0891, "orbital_gap_ev": 5.688, "e_homo_ev": -1.6, "charge": -2, "elements": ["O", "V", "O", "C", "O", "O", "O", "O", "C", "O", "O", "H", "C", "C", "C", "O", "H", "H", "H", "H", "H", "H", "H", "H", "C", "C", "C", "O", "H", "H", "H", "H", "H", "H", "H", "H", "C", "C", "C", "O", "H", "H", "H", "H", "H", "H", "H", "H", "C", "C", "C", "O", "H", "H", "H", "H", "H", "H", "H", "H", "C", "C", "C", "O", "H", "H", "H", "H", "H", "H", "H", "H", "C", "C", "C", "O", "H", "H", "H", "H", "H", "H", "H", "H"], "coordinates": [[-0.1051, 0.1827, -0.1261], [-0.5055, 1.1581, 1.0756], [0.8446, 1.8043, 1.6593], [-3.0857, 1.5698, 1.8728], [-2.0868, 2.1857, 2.4099], [-4.1908, 1.5173, 2.4738], [-2.7546, 0.9320, 0.7884], [-0.0034, -1.9285, 4.2246], [-0.7437, -0.8110, 3.8726], [-0.5321, -0.4002, 2.6740], [-1.5074, -0.3244, 4.6970], [0.4871, -2.1313, 3.4107], [1.2422, -3.4036, 0.5634], [2.4946, -2.8425, 1.2323], [2.7536, -1.3910, 0.8762], [2.2708, -2.9577, 2.6443], [0.3832, -2.7453, 0.6882], [0.9690, -4.3519, 1.0325], [1.4596, -3.5948, -0.4893], [3.3411, -3.4995, 0.9844], [3.7672, -1.0788, 1.1637], [2.0959, -0.7324, 1.4518], [2.6395, -1.1704, -0.1855], [3.0714, -2.6570, 3.0883], [-3.5120, 2.4044, -3.8088], [-3.0916, 1.6088, -2.5816], [-1.8069, 0.8188, -2.8189], [-2.9509, 2.5238, -1.4905], [-3.7475, 1.7503, -4.6509], [-2.6830, 3.0527, -4.1145], [-4.3705, 3.0486, -3.6151], [-3.9024, 0.9136, -2.3378], [-0.9221, 1.4534, -2.8012], [-1.8846, 0.1947, -3.7136], [-1.6996, 0.1054, -1.9998], [-3.1599, 1.9906, -0.6802], [2.8975, 0.9179, 4.7476], [3.6183, 1.3544, 3.4826], [3.7265, 2.8551, 3.2644], [4.9609, 0.8362, 3.4915], [2.6071, -0.1317, 4.6052], [1.9079, 1.3620, 4.8835], [3.4974, 1.0609, 5.6468], [3.0470, 0.9317, 2.6559], [4.1330, 3.3417, 4.1552], [2.7551, 3.2932, 3.0402], [4.3825, 3.0432, 2.4128], [4.8706, -0.1104, 3.6516], [1.4246, 4.3159, 0.0835], [0.1256, 4.2689, -0.7106], [0.3414, 4.2728, -2.2208], [-0.5774, 3.0924, -0.3526], [1.3022, 4.3560, 1.1590], [1.9347, 5.2290, -0.2543], [2.0651, 3.4961, -0.2411], [-0.4803, 5.1591, -0.4966], [1.0631, 3.5157, -2.5432], [0.7539, 5.2235, -2.5748], [-0.5943, 4.0807, -2.7477], [-1.3432, 2.9622, -0.9547], [0.2057, -3.9195, -3.5548], [0.1771, -2.4145, -3.8045], [1.1042, -1.6446, -2.8960], [0.4647, -2.1462, -5.1792], [-0.5578, -4.3777, -4.1866], [-0.0147, -4.1399, -2.5104], [1.1532, -4.4039, -3.8115], [-0.8503, -2.0808, -3.6487], [2.0911, -2.1222, -2.9872], [0.7927, -1.7458, -1.8528], [1.2346, -0.5753, -3.0489], [1.3844, -2.3733, -5.3522], [-2.0570, -2.6727, -1.0002], [-3.3137, -2.6820, -0.1186], [-3.0148, -2.7589, 1.3908], [-4.0020, -1.4472, -0.2695], [-2.2512, -2.1109, -1.9200], [-1.8245, -3.6862, -1.3347], [-1.2521, -2.1037, -0.5398], [-3.9918, -3.4721, -0.4464], [-2.3870, -3.6239, 1.6291], [-4.0117, -2.8454, 1.8315], [-2.6042, -1.8461, 1.8274], [-3.4677, -0.7279, 0.1302]]}

***

(3)
{"formula": "C34H31N7STeV", "method": "ωB97M-V/def2-TZVPD", "e_lumo_ev": [-9.9424, -9.1584], "multiplicity": 3, "orbital_gap_ev": [5.793, 6.578], "s_squared": 2.02, "e_homo_ev": [-15.7, -15.7], "charge": 3, "elements": ["V", "C", "N", "C", "C", "N", "C", "C", "C", "C", "C", "C", "N", "C", "N", "C", "C", "C", "C", "C", "C", "N", "H", "H", "H", "H", "H", "H", "H", "H", "H", "H", "H", "H", "H", "H", "H", "S", "C", "C", "C", "N", "C", "C", "C", "C", "C", "N", "C", "C", "H", "H", "H", "H", "H", "H", "H", "H", "C", "Te", "C", "C", "C", "C", "C", "C", "C", "H", "H", "H", "H", "H", "H", "H", "H"], "coordinates": [[-1.2368, 0.0869, -0.7243], [-4.1425, 0.8177, 0.0988], [-3.3459, 0.8397, -1.1532], [-3.8507, -0.0258, -2.2454], [-2.9945, -1.2431, -2.3993], [-1.7932, -1.3765, -1.8325], [-1.3201, -2.6475, -2.1914], [-0.1552, -3.3358, -1.8682], [0.0014, -4.6035, -2.3926], [-0.9668, -5.1831, -3.2220], [-2.1301, -4.5154, -3.5499], [-2.2810, -3.2442, -3.0170], [-3.3173, -2.3169, -3.1147], [-3.3912, 0.0820, 1.1631], [-2.2061, -0.4695, 0.9255], [-1.8289, -1.1224, 2.1071], [-0.7248, -1.9164, 2.4039], [-0.6322, -2.4115, 3.6893], [-1.6187, -2.1510, 4.6493], [-2.7384, -1.3980, 4.3559], [-2.8247, -0.8946, 3.0651], [-3.7927, -0.1300, 2.4173], [-5.1110, 0.3357, -0.0557], [-4.3455, 1.8374, 0.4311], [-3.3513, 1.7932, -1.4970], [-3.8372, 0.5258, -3.1888], [-4.8848, -0.3324, -2.0718], [0.5983, -2.9117, -1.2204], [0.8951, -5.1679, -2.1650], [-0.8022, -6.1766, -3.6154], [-2.8883, -4.9583, -4.1815], [-4.1706, -2.4505, -3.6402], [0.0037, -2.1634, 1.6468], [0.2104, -3.0359, 3.9551], [-1.5093, -2.5672, 5.6412], [-3.5105, -1.2258, 5.0936], [-4.6585, 0.1853, 2.8327], [3.5369, 1.0447, 3.4117], [2.3572, 0.7188, 2.1879], [2.4509, -0.2997, 1.2257], [1.4553, -0.4330, 0.2936], [0.3610, 0.3585, 0.2590], [0.2893, 1.3697, 1.1578], [1.2409, 1.5780, 2.1159], [4.3700, -0.5368, 3.5663], [3.9323, -1.3670, 4.5877], [4.6027, -2.5751, 4.7647], [5.6164, -2.9329, 3.9941], [6.0407, -2.1332, 3.0297], [5.4444, -0.8995, 2.7724], [3.2985, -0.9703, 1.2042], [1.5160, -1.1913, -0.4766], [-0.5710, 2.0331, 1.0914], [1.1355, 2.3855, 2.8282], [3.1162, -1.0800, 5.2372], [4.3179, -3.2640, 5.5514], [6.8886, -2.4763, 2.4490], [5.8325, -0.2491, 1.9991], [1.6724, 2.4775, -2.0687], [-0.0839, 1.4545, -2.7993], [-0.9150, 3.4561, -2.6915], [0.2701, 4.3565, -2.9216], [0.1152, 5.6444, -3.4136], [1.2280, 6.4565, -3.5802], [2.4935, 5.9765, -3.2768], [2.6547, 4.6815, -2.8050], [1.5429, 3.8734, -2.6164], [2.5686, 1.9697, -2.4188], [1.6590, 2.4663, -0.9769], [-1.3433, 3.6069, -1.6973], [-1.6885, 3.5952, -3.4445], [-0.8680, 6.0134, -3.6787], [1.1070, 7.4592, -3.9661], [3.3608, 6.6047, -3.4260], [3.6468, 4.2992, -2.5984]]}

***

(4)
{"formula": "C2F4O", "method": "ωB97M-V/def2-TZVPD", "e_lumo_ev": [0.3092, -0.5990], "orbital_gap_ev": [9.854, 7.737], "e_homo_ev": [-9.5, -8.3], "elements": ["C", "C", "O", "F", "F", "F", "F"], "coordinates": [[-1.1185, 0.3839, 0.2792], [1.2306, -0.2001, -0.3074], [0.1256, 0.4285, 0.2911], [-1.7737, 1.4775, 0.2460], [-1.7296, -0.5653, -0.3934], [1.0049, -1.4721, -0.5834], [2.2606, -0.0523, 0.4680]]}

***

Energy above the lowest of the compared OMol25 structures with the same formula, charge and spin in kcal per mole, matching the order above: 31.2; 0.0; 14.4; 87.1